C12H15ClF5IrN3O4 | ωB97M-V with the def2-TZVPD basis set

As for the net charge: +2. Its HOMO-LUMO gap (alpha / beta) is 9.2 / 6.0 eV. The spin multiplicity is 6. For the highest occupied orbital energy (alpha / beta), the calculation gives -15.92 / -16.94 eV.

XYZ file:
```
41
Properties=species:S:1:pos:R:3:forces:R:3
Ir -0.173400 -0.592700 0.003700 1.141 1.071 0.939
C 1.818800 1.811300 -0.643500 0.648 -0.043 0.260
C 2.499600 0.905800 0.424200 0.358 0.338 -0.234
N 1.572500 0.421100 1.443600 -0.334 -0.714 -0.113
C 1.060100 1.397800 2.411300 -0.363 0.042 0.312
C -0.417500 1.120700 2.728000 0.503 0.321 0.290
N -1.213900 0.881800 1.528300 -0.082 -1.131 -0.746
C -1.626700 2.014800 0.702700 -0.074 0.757 -0.203
C -0.469200 2.621500 -0.104900 -0.660 0.321 0.399
N 0.373800 1.593800 -0.732800 -0.627 -1.200 -0.320
H 2.284600 1.585600 -1.604200 -0.088 0.103 0.042
H 2.022100 2.864000 -0.424400 -0.111 -0.132 -0.086
H 3.331700 1.463200 0.875400 -0.105 -0.131 -0.077
H 2.929600 0.030200 -0.069600 -0.046 0.030 0.091
H 1.983500 -0.367800 1.937800 -0.010 0.126 -0.129
H 1.198400 2.402700 2.018500 0.041 -0.042 -0.002
H 1.619600 1.341700 3.352900 -0.016 0.071 -0.203
H -0.821100 1.968200 3.297800 -0.006 -0.161 -0.043
H -0.492600 0.227100 3.351100 -0.019 0.061 -0.040
H -2.038500 0.331600 1.772900 0.104 0.176 -0.021
H -2.070500 2.800400 1.328500 0.030 -0.085 -0.116
H -2.390700 1.662700 0.007400 0.026 0.002 0.221
H 0.145900 3.257200 0.531700 0.011 -0.077 -0.142
H -0.910300 3.266400 -0.873200 0.154 -0.052 0.123
H 0.069900 1.452800 -1.695900 0.232 0.259 0.093
F 0.133700 -2.941700 2.289000 0.154 -0.658 -0.544
C 0.597600 -3.399300 1.135600 0.175 2.082 -0.114
C 0.919600 -2.485700 0.139200 -0.685 -0.112 0.155
C 1.402500 -3.024900 -1.056400 -0.062 1.646 0.632
F 1.710100 -2.183100 -2.028400 -0.162 -0.868 0.323
C 1.584700 -4.413300 -1.265100 0.108 -1.610 -0.133
F 2.053900 -4.851200 -2.404200 -0.274 0.274 0.697
C 1.242100 -5.307100 -0.238300 0.065 0.240 -0.282
F 1.381900 -6.598000 -0.406900 0.007 0.261 0.057
C 0.755700 -4.800400 0.979000 0.147 -1.488 0.057
F 0.455400 -5.607100 1.963300 0.200 0.590 -0.753
O -2.292000 -1.540400 0.363200 -0.054 -0.294 1.084
Cl -2.405300 -1.512600 -1.107900 0.548 0.428 0.983
O -3.635400 -1.897400 -1.550600 -1.866 -0.620 -0.775
O -1.306700 -2.289700 -1.571500 0.793 -1.162 -1.029
O -2.067800 -0.135000 -1.408800 0.197 1.381 -0.655
```
Forces are in eV/Å.

C4H4N2O2 | ωB97M-V with the def2-TZVPD basis set

As for the net charge: 0. Its HOMO-LUMO gap is 10.5 eV. The spin multiplicity is 1. The value obtained for the relative energy (zero: lowest compared OMol25 entry of this formula, charge and spin) is 96.8 kcal/mol. As for the SMILES: N#C/C=C/O/C=N\O. For the highest occupied orbital energy, the calculation gives -9.97 eV.

XYZ file:
```
12
Properties=species:S:1:pos:R:3:forces:R:3
N 3.162773 -1.627382 0.156300 -0.701 1.635 0.019
C 2.547596 -0.645356 0.043638 0.112 -1.031 -0.509
C 1.605164 0.427246 -0.199630 1.050 -0.363 0.009
C 0.369486 0.168303 -0.546688 -2.171 0.371 1.028
O -0.572164 1.200638 -0.520122 0.973 -0.257 -0.342
C -1.853094 0.752969 -0.583552 1.022 2.244 -3.956
N -2.436577 0.002477 0.161127 -2.233 -3.039 3.414
O -1.695685 -0.379600 1.266670 0.030 -0.752 0.820
H 1.814990 1.471615 -0.091110 0.667 0.252 0.358
H -0.136127 -0.774567 -0.634698 0.501 -0.575 -0.286
H -2.432770 0.976348 -1.489419 0.483 0.516 0.311
H -2.201574 -1.086333 1.738243 0.266 0.999 -0.865
```
Forces are in eV/Å.

C15H40As3N3Tl | ωB97M-V with the def2-TZVPD basis set

As for the net charge: +1. Its HOMO-LUMO gap is 8.0 eV. The spin multiplicity is 1. For the highest occupied orbital energy, the calculation gives -10.51 eV.

XYZ file:
```
62
Properties=species:S:1:pos:R:3:forces:R:3
Tl 0.854499 0.481090 -0.365453 -0.332 -0.177 -0.018
N -1.250527 -1.438275 -0.148066 0.091 0.030 0.050
C -2.097171 -1.630184 -1.329817 0.129 0.169 -0.044
C -1.873499 -0.495657 -2.323273 -0.023 -0.102 0.127
N -0.455832 -0.233419 -2.606182 0.053 0.057 -0.095
C 0.278871 -1.267825 -3.345766 0.069 -0.114 0.188
C 0.961331 -2.322437 -2.471090 -0.078 0.156 -0.081
N 1.906846 -1.722359 -1.514876 -0.031 0.070 -0.119
H -1.729887 -0.884261 0.552667 0.005 0.088 0.089
H -1.020323 -2.321782 0.290309 -0.029 0.034 0.044
H -1.870926 -2.588517 -1.792362 0.078 -0.061 -0.009
H -3.161060 -1.656116 -1.081822 -0.011 -0.011 -0.012
H -2.439992 -0.712865 -3.236309 0.007 0.050 -0.022
H -2.270456 0.421446 -1.881532 -0.067 0.032 -0.078
H -0.425322 0.618587 -3.153664 0.045 0.009 -0.002
H -0.366428 -1.787819 -4.063894 0.003 0.034 -0.025
H 1.060623 -0.760425 -3.915121 -0.032 -0.008 -0.086
H 0.231220 -2.882376 -1.894692 -0.058 -0.037 0.005
H 1.453533 -3.025660 -3.149562 -0.007 -0.045 0.049
H 2.202823 -2.421260 -0.843128 0.028 0.007 0.036
H 2.747778 -1.423636 -1.999463 0.024 0.000 0.004
C 2.469587 -0.768647 2.752317 -0.018 -0.011 -0.010
As 0.553966 -0.324285 2.832248 0.106 -0.068 0.316
C 0.115538 -1.574887 4.290559 -0.098 0.016 -0.110
C 0.815105 1.359037 3.836803 -0.212 0.108 -0.151
C -0.382078 2.290300 4.118237 -0.059 -0.112 0.021
C -1.568125 1.475273 4.658103 0.159 0.023 -0.087
C -0.841117 3.130584 2.911323 0.104 -0.117 -0.029
As -2.048986 2.359209 1.548690 -0.018 0.013 -0.125
C -3.806049 2.800518 2.323012 0.085 -0.108 -0.016
C -1.950628 3.934404 0.375839 0.003 0.006 -0.016
C 0.040074 3.261837 5.236061 0.056 0.183 0.111
As 1.608778 4.504795 5.200511 -0.005 -0.208 -0.109
C 3.068717 3.203288 5.452698 0.041 0.051 -0.023
C 1.960465 4.842152 3.287402 -0.009 -0.003 0.056
H 2.940747 -0.652986 3.728500 -0.023 0.025 0.011
H 2.979731 -0.120310 2.038785 0.012 0.030 0.018
H 2.594894 -1.802798 2.428912 -0.034 0.010 0.001
H 0.566415 -1.270098 5.234605 0.052 0.066 -0.044
H 0.502213 -2.557632 4.019737 -0.005 0.011 -0.015
H -0.962219 -1.658372 4.420766 0.014 0.052 0.000
H 1.589824 1.903523 3.289911 -0.052 -0.024 0.023
H 1.249036 1.071785 4.797852 0.055 -0.088 -0.050
H -1.933578 0.777287 3.897015 -0.047 -0.027 0.042
H -2.392437 2.132729 4.941035 0.001 -0.017 -0.002
H -1.274734 0.898224 5.537323 -0.025 -0.005 0.005
H 0.023966 3.498535 2.356317 -0.076 -0.038 0.004
H -1.368724 4.010270 3.289853 -0.004 0.036 -0.048
H -3.759006 3.716164 2.912058 0.055 0.023 -0.015
H -4.176438 1.990371 2.948758 0.045 0.003 0.008
H -4.509628 2.947568 1.503465 0.020 -0.021 -0.006
H -2.079992 4.846317 0.959331 -0.001 0.005 0.017
H -2.733682 3.895510 -0.381978 0.009 -0.062 0.038
H -0.985274 3.978665 -0.129523 0.009 -0.035 0.032
H 0.218616 2.683721 6.149479 0.017 0.034 0.028
H -0.810516 3.911796 5.460448 0.011 -0.007 0.010
H 2.841234 2.545720 6.291626 -0.019 0.012 0.006
H 3.978939 3.750361 5.695761 -0.013 0.023 0.003
H 3.254017 2.603767 4.561709 -0.011 0.004 0.044
H 1.156965 5.426609 2.841479 0.005 -0.009 0.014
H 2.111371 3.923362 2.719893 -0.003 0.038 -0.007
H 2.875074 5.432281 3.229131 0.007 0.006 0.056
```
Forces are in eV/Å.